[1]
C4H13NS | ωB97M-V with the def2-TZVPD basis set

Output
* highest occupied orbital energy: -0.3147 Ha
* SMILES: CCN.CSC
* HOMO-LUMO gap: 0.343 Eh
* electronic energy: -613.06988 Eh
* max |F|: 2.7 eV/A

The geometry in ORCA input format:
```
! RIJCOSX wB97M-V def2-TZVPD def2/J DEFGRID3
* xyz 0 1
C 3.0649 -1.5675 0.0730
S 3.3163 -1.7816 -1.7771
C 2.0210 -3.1217 -2.1433
H 1.9514 -1.2838 0.1768
H 3.4228 -2.5487 0.5145
H 3.5525 -0.7323 0.6195
H 1.6640 -3.7693 -1.3300
H 2.5742 -3.5240 -2.9882
H 1.0155 -2.7251 -2.2515
C -1.3575 2.4411 0.2398
C -2.2451 1.7128 1.2646
N -3.4718 2.4114 1.5020
H -1.9762 3.2200 -0.3247
H -0.8870 1.7425 -0.5218
H -0.5631 3.0431 0.6964
H -1.7400 1.7295 2.2483
H -2.3399 0.6036 1.0118
H -3.9999 2.1185 0.7132
H -4.0020 2.0316 2.2765
*
```

[2]
C4H13NS | ωB97M-V with the def2-TZVPD basis set

Output
* highest occupied orbital energy: -0.3030 Ha
* SMILES: CNC.CSC
* HOMO-LUMO gap: 0.337 Eh
* electronic energy: -613.06323 Eh
* max |F|: 3.1 eV/A

The geometry in ORCA input format:
```
! RIJCOSX wB97M-V def2-TZVPD def2/J DEFGRID3
* xyz 0 1
C -2.2337 1.6487 -0.8615
S -3.0482 0.9321 0.6136
C -2.0977 -0.6684 1.0059
H -2.3185 2.7460 -0.7014
H -1.1839 1.3341 -0.7145
H -2.7171 1.2006 -1.8096
H -1.6863 -1.0714 0.0531
H -2.7576 -1.3487 1.5567
H -1.2211 -0.3652 1.6217
C 1.5268 0.2057 -1.0480
N 1.2594 -0.3311 0.2960
C 2.3241 -1.2305 0.7131
H 1.8117 -0.5903 -1.8779
H 2.4385 0.8049 -0.8667
H 0.8289 0.9713 -1.2795
H 1.1677 0.3451 0.9835
H 2.9238 -0.9193 1.5540
H 2.0484 -2.3360 0.9628
H 2.9349 -1.3277 -0.2014
*
```

[3]
C4H13NS | ωB97M-V with the def2-TZVPD basis set

Output
* highest occupied orbital energy: -0.3159 Ha
* SMILES: CCN.CCS
* HOMO-LUMO gap: 0.352 Eh
* electronic energy: -613.12042 Eh
* max |F|: 1.0 eV/A

The geometry in ORCA input format:
```
! RIJCOSX wB97M-V def2-TZVPD def2/J DEFGRID3
* xyz 0 1
C -1.2197 -3.3176 -0.5412
C -1.1541 -1.7899 -0.4984
S 0.0853 -1.1798 -1.6850
H -0.2034 -3.6937 -0.4193
H -1.6440 -3.7188 -1.4589
H -1.8116 -3.6891 0.2986
H -0.8603 -1.4866 0.5059
H -2.1506 -1.3729 -0.6493
C 0.1981 2.8012 -0.0671
C 0.6560 1.8263 1.0147
N 1.7843 0.9981 0.5470
H -0.1961 3.6836 0.4424
H 1.0967 3.1924 -0.5520
H -0.5220 2.4151 -0.7793
H 0.9862 2.4283 1.8666
H -0.1254 1.1499 1.3584
H 0.4843 -0.1413 -0.9416
H 2.0213 0.3098 1.2408
H 2.5751 1.5851 0.3178
*
```

[4]
C4H13PSi2 | ωB97M-V with the def2-TZVPD basis set

Output
* highest occupied orbital energy (alpha / beta): -0.2597 / -0.3048 Ha
* HOMO-LUMO gap (alpha / beta): 0.208 / 0.275 Eh
* electronic energy: -1080.41965 Eh
* max |F|: 3.5 eV/A

The geometry in ORCA input format:
```
! RIJCOSX wB97M-V def2-TZVPD def2/J DEFGRID3
* xyz 0 1
C 1.3076 -2.3041 -0.3731
C 1.3118 0.3342 1.9293
C -1.6644 1.7623 0.3276
C -2.2833 -0.3031 -1.6265
Si 1.1557 -0.4024 0.2287
Si -1.2286 -0.0275 -0.0715
P 2.7831 0.5086 -1.0918
H 0.2477 -2.6120 -0.3272
H 1.8311 -2.3100 -1.3290
H 1.6957 -3.0034 0.2576
H 1.5615 1.3213 1.8104
H 0.5060 0.1798 2.6571
H 2.2695 0.0143 2.3309
H -1.2394 1.8347 1.2812
H -1.1084 2.6238 -0.1326
H -2.6969 1.9122 0.4316
H -1.6260 -0.6636 -2.4407
H -3.1147 -1.1569 -1.6281
H -2.6369 0.6821 -1.9420
H 2.9288 1.6098 -0.2920
*
```

[5]
C4H14B2FNO5Tl | ωB97M-V with the def2-TZVPD basis set

Output
* highest occupied orbital energy: -0.4788 Ha
* HOMO-LUMO gap: 0.091 Eh
* electronic energy: -912.89461 Eh
* max |F|: 6.2 eV/A

The geometry in ORCA input format:
```
! RIJCOSX wB97M-V def2-TZVPD def2/J DEFGRID3
* xyz 1 1
Tl 9.4014 -18.5948 -14.7890
B 10.3180 -20.6632 -10.5029
H 10.6625 -21.2826 -9.6893
H 11.1476 -20.4219 -11.1493
H 9.5645 -21.2060 -11.0523
H 9.8724 -19.7691 -10.0952
B 10.0975 -23.4099 -15.3966
H 11.1369 -23.2035 -15.1933
H 9.5507 -23.2678 -14.4774
H 9.6021 -22.7777 -16.1172
H 10.0749 -24.4083 -15.8051
C 0.8526 -16.5456 -17.9341
C 1.4027 -15.1104 -18.0514
O 2.4923 -15.2848 -17.0778
C 2.8360 -16.5499 -17.1022
O 3.8652 -16.9918 -16.6586
O 1.9840 -17.3052 -17.8287
F 0.5450 -14.2521 -17.5657
H 0.0792 -16.7153 -18.6832
H 0.3202 -16.6956 -16.9949
H 1.6857 -14.8712 -19.0765
C 4.1807 -23.9291 -14.1753
N 4.0994 -22.5375 -13.8386
O 3.0190 -21.9492 -13.7926
O 5.1822 -21.9160 -13.7018
H 3.1681 -24.3298 -14.1285
H 4.9319 -24.3199 -13.4890
H 4.4225 -23.8836 -15.2372
*
```

[6]
C4H14BN2 | ωB97M-V with the def2-TZVPD basis set

Output
* highest occupied orbital energy: -0.4523 Ha
* HOMO-LUMO gap: 0.319 Eh
* electronic energy: -294.82840 Eh
* max |F|: 4.2 eV/A

The geometry in ORCA input format:
```
! RIJCOSX wB97M-V def2-TZVPD def2/J DEFGRID3
* xyz 1 1
B 0.4489 -2.0200 1.0750
C -0.9903 -2.9025 0.4494
C -0.9314 2.4206 -1.1668
C 1.4058 0.2306 0.6486
C 0.8139 1.6235 0.2836
N 0.5817 -0.9013 0.3459
N 0.3366 1.7105 -1.1182
H -0.0310 -3.4486 0.1337
H 1.2014 -2.2639 1.9663
H -1.4613 -3.8280 0.5560
H -1.3525 -2.3524 1.2799
H -1.4169 -2.5963 -0.5116
H -0.8870 3.3687 -0.6628
H -1.2061 2.5874 -2.1578
H -1.6539 1.8333 -0.6708
H 2.2902 0.1966 0.1360
H 1.7241 0.2145 1.6557
H 1.5382 2.2832 0.4837
H 0.0021 2.0914 0.9287
H -0.0940 -0.7490 -0.4694
H 0.9854 2.1023 -1.7913
*
```

[7]
C4H14InO5 | ωB97M-V with the def2-TZVPD basis set

Output
* highest occupied orbital energy: -0.7928 Ha
* HOMO-LUMO gap: 0.150 Eh
* electronic energy: -725.77225 Eh
* max |F|: 3.0 eV/A

The geometry in ORCA input format:
```
! RIJCOSX wB97M-V def2-TZVPD def2/J DEFGRID3
* xyz 3 1
In 0.3714 -0.4098 0.0385
O 0.1001 -1.0739 -2.7817
H -0.3551 -1.8977 -3.0243
H 0.7229 -0.9118 -3.5087
C -0.8121 -1.0326 3.5225
C -0.7850 -2.4791 2.9643
O -1.0179 -2.4230 1.5570
O 0.2162 -0.2496 2.9393
H -0.8768 -1.1203 4.6141
H -1.6966 -0.4537 3.2525
H -1.5441 -3.0913 3.4556
H 0.1475 -3.0036 3.2050
H -1.7754 -3.0182 1.4008
H 0.9961 -0.2795 3.5318
C -0.1288 2.2602 -2.5853
C 1.3587 2.3426 -2.0381
O 1.7495 1.0902 -1.5139
O -0.8602 1.6818 -1.5635
H 0.0200 1.7020 -3.5208
H -0.5045 3.2100 -2.9670
H 1.4844 3.1883 -1.3572
H 2.0293 2.5342 -2.8884
H 2.7118 1.0878 -1.3587
H -1.5514 2.3469 -1.3737
*
```

[8]
C4H14N2 | ωB97M-V with the def2-TZVPD basis set

Output
* highest occupied orbital energy: -0.3363 Ha
* SMILES: CCN.CCN
* HOMO-LUMO gap: 0.366 Eh
* electronic energy: -270.27019 Eh
* max |F|: 2.4 eV/A

The geometry in ORCA input format:
```
! RIJCOSX wB97M-V def2-TZVPD def2/J DEFGRID3
* xyz 0 1
N 2.1618 -0.8232 2.6974
C 0.6449 -2.6445 2.3853
C 1.3793 -1.7704 3.4198
H 1.8170 -0.4390 1.8108
H 2.3190 -0.0186 3.3142
H 1.3156 -3.0406 1.6043
H -0.0974 -1.9824 1.9089
H 0.1131 -3.4896 2.8540
H 0.6779 -1.3433 4.1622
H 2.0351 -2.4875 3.9500
N -2.3383 1.3360 -3.3692
C -0.1417 2.0597 -2.9546
C -1.5985 2.0925 -2.4248
H -2.0730 0.3515 -3.2547
H -3.3466 1.3822 -3.1853
H 0.3813 3.0118 -2.7631
H -0.1025 1.8482 -4.0364
H 0.3875 1.2537 -2.4191
H -1.6398 1.5600 -1.4552
H -1.8947 3.1437 -2.2444
*
```

[9]
C4H14N2O | ωB97M-V with the def2-TZVPD basis set

Output
* highest occupied orbital energy (alpha / beta): 0.0466 / -0.1964 Ha
* HOMO-LUMO gap (alpha / beta): 0.083 / 0.321 Eh
* electronic energy: -345.47145 Eh
* max |F|: 1.1 eV/A

The geometry in ORCA input format:
```
! RIJCOSX wB97M-V def2-TZVPD def2/J DEFGRID3
* xyz -1 2
C 1.8466 -1.5419 -1.7852
C 2.1286 -0.9435 -0.4067
C 1.2141 0.2374 -0.0580
N -0.0791 -0.2162 0.3832
C -0.8739 0.5803 1.2874
N -1.9200 -0.2360 1.9123
H 1.6212 -0.7518 -2.4959
H 1.0902 -2.3185 -1.7673
H 2.7501 -1.9417 -2.2480
H 2.1797 -1.7513 0.3333
H 3.1602 -0.5833 -0.3728
H 1.1949 0.7611 -1.0217
H 1.7279 0.8693 0.6637
H -0.6197 -0.5700 -0.3955
H -0.2392 0.9847 2.0890
H -1.3416 1.4343 0.8030
H -1.9682 -1.1331 1.4532
H -1.8240 -0.3413 2.9114
H -3.5307 1.8147 -0.1205
H -3.6041 3.1358 -0.7407
O -2.9130 2.5110 -0.4242
*
```

[10]
C4H14N2O | ωB97M-V with the def2-TZVPD basis set

Output
* highest occupied orbital energy (alpha / beta): 0.0438 / -0.2127 Ha
* HOMO-LUMO gap (alpha / beta): 0.084 / 0.339 Eh
* electronic energy: -345.49351 Eh
* max |F|: 1.1 eV/A

The geometry in ORCA input format:
```
! RIJCOSX wB97M-V def2-TZVPD def2/J DEFGRID3
* xyz -1 2
C 2.6597 -0.2364 -0.1854
C 1.1959 0.0641 0.0594
C 0.6390 1.0964 -0.9087
C -0.7892 0.7807 -1.3356
N -0.8976 -0.2842 -2.3239
N 1.0184 0.4811 1.4384
H 2.7936 -0.5134 -1.2300
H 3.3350 0.6053 -0.0041
H 2.9875 -1.1216 0.3740
H 0.6572 -0.8836 -0.1098
H 1.2728 1.1219 -1.8116
H 0.7679 2.1085 -0.5450
H -1.3648 0.4557 -0.4610
H -1.3252 1.6533 -1.7275
H -0.6741 -1.1796 -1.9014
H -0.2484 -0.1415 -3.0899
H 0.0613 0.5424 1.7491
H 1.6669 0.1142 2.1150
H -5.3606 -1.6855 3.3142
H -3.8553 -1.7910 3.1174
O -4.5401 -1.1869 3.4664
*
```

[11]
C4H14N2O | ωB97M-V with the def2-TZVPD basis set

Output
* highest occupied orbital energy: -0.2818 Ha
* SMILES: CN(C)CCN.O
* HOMO-LUMO gap: 0.306 Eh
* electronic energy: -345.41761 Eh
* max |F|: 6.6 eV/A

The geometry in ORCA input format:
```
! RIJCOSX wB97M-V def2-TZVPD def2/J DEFGRID3
* xyz 0 1
N -1.1134 -1.3475 1.0628
C -0.2662 -0.4725 1.8858
C -0.6541 0.9695 1.4156
N 0.0143 1.1525 0.0045
C -0.8948 1.2946 -1.1938
C 1.3600 1.2874 -0.1346
H -0.8296 -1.3819 0.0862
H -1.1659 -2.2162 1.6854
H -0.3182 -0.5340 3.0576
H 0.8040 -0.9005 1.5378
H -1.8107 0.9229 1.5828
H -0.1782 1.8319 2.1136
H -1.8746 1.6008 -0.7889
H -0.8849 0.3194 -1.7669
H -0.3603 2.0803 -1.8006
H 1.6325 0.7721 -1.0098
H 1.7175 2.4223 -0.3119
H 2.1806 1.1248 0.5580
H 1.9389 -1.9723 -2.3133
H 0.6203 -1.7541 -2.8819
O 1.1190 -2.4280 -2.3821
*
```

[12]
C4H14N2O | ωB97M-V with the def2-TZVPD basis set

Output
* highest occupied orbital energy: -0.3074 Ha
* SMILES: CC(C)NCN.O
* HOMO-LUMO gap: 0.340 Eh
* electronic energy: -345.48294 Eh
* max |F|: 3.0 eV/A

The geometry in ORCA input format:
```
! RIJCOSX wB97M-V def2-TZVPD def2/J DEFGRID3
* xyz 0 1
C 1.6699 -0.7942 -1.4748
C 0.4411 -0.6503 -0.6124
C 0.6595 0.2336 0.5990
N -0.7356 -0.1584 -1.4344
C -1.9765 0.6339 -1.0716
N -3.1231 0.6771 -1.9905
H 2.1694 -1.6642 -1.1033
H 2.3138 0.0918 -1.2993
H 1.4303 -0.8042 -2.5265
H 0.1910 -1.6884 -0.2418
H 1.6053 -0.0135 1.1333
H -0.2915 0.1449 1.1435
H 0.5729 1.2567 0.2526
H -0.4909 0.1316 -2.3923
H -1.8572 1.6736 -0.8750
H -2.4127 0.2113 -0.0878
H -2.8099 0.3395 -2.9626
H -3.5573 -0.1111 -1.5875
H 1.3108 0.2022 5.5776
H 2.7536 0.2677 5.8237
O 2.1372 0.0203 5.1303
*
```

These records have energy relative to the best compared isomer or geometry (same formula, charge and spin) values of 37.10, 41.28, 5.39, 46.87, 143.85, 35.13, 0.00, 15.92, 19.05, 5.21, 99.50, 58.51 kcal per mole, in the order they appear.